5 unconnected molecules or ions with the total composition C2H14O4S2 at a distorted geometry, computed with ωB97M-V with the def2-TZVPD basis set.

ORCA input file:
```
! RIJCOSX wB97M-V def2-TZVPD def2/J DEFGRID3
* xyz 0 1
C 1.221 0.992 -3.346
S -0.393 1.459 -2.615
S -0.049 2.057 -0.763
C -0.811 0.757 0.244
H 1.891 1.792 -3.629
H 1.689 0.289 -2.661
H 0.854 0.494 -4.231
H -1.450 1.236 0.990
H -1.623 0.346 -0.353
H -0.249 -0.100 0.581
O 3.072 -1.179 -1.040
H 3.814 -1.795 -1.019
H 3.419 -0.415 -0.561
O -3.757 -4.448 3.551
H -2.961 -3.942 3.734
H -4.443 -3.766 3.631
O -4.590 -1.890 4.510
H -3.830 -1.301 4.496
H -4.552 -2.278 5.393
O 5.250 0.595 0.447
H 5.323 0.904 1.352
H 6.125 0.343 0.144
*
```

The value obtained for the HOMO energy is -8.2 eV. Its energy above the lowest of the compared OMol25 structures with the same formula, charge and spin is 19.1 kcal per mole. Its LUMO energy is 0.35 eV. The structure (SMILES) is CSSC.O.O.O.O. For the total energy, the calculation gives -1181.9036 Ha.

These are the natural (NBO) partial charges, in e, on atoms 1 to 8: number 1, C, carries -0.74; number 2, S, carries 0.07; number 3, S, carries 0.08; number 4, C, carries -0.77; number 5, H, carries 0.22; number 6, H, carries 0.24; number 7, H, carries 0.22; number 8, H, carries 0.22



C2H14Si4 in the gas phase at a distorted geometry, computed with ωB97M-V with the def2-TZVPD basis set.

ORCA input file:
```
! RIJCOSX wB97M-V def2-TZVPD def2/J DEFGRID3
* xyz 0 1
C -0.735 -2.311 0.564
Si -1.236 -0.572 0.548
Si -3.093 0.195 -0.609
Si 0.957 0.837 -0.246
C 1.408 2.397 0.735
Si 2.838 -0.609 -0.497
H -0.490 -2.752 -0.356
H 0.231 -2.285 1.053
H -1.481 -2.832 1.105
H -1.484 -0.392 1.962
H -3.015 1.574 -0.121
H -4.280 -0.657 -0.138
H -3.157 0.289 -2.110
H 0.706 1.364 -1.684
H 0.740 3.128 0.477
H 1.275 2.206 1.720
H 2.345 2.861 0.368
H 3.627 -0.533 0.855
H 1.975 -1.732 -1.011
H 4.015 -1.067 -1.517
*
```

The value obtained for the HOMO energy is -8.9 eV. Its energy above the lowest of the compared OMol25 structures with the same formula, charge and spin is 14.9 kcal per mole. Its LUMO energy is -0.08 eV. The structure (SMILES) is C[Si@H]([SiH3])[Si@@H](C)[SiH3]. For the total energy, the calculation gives -1242.4246 Ha.

These are the natural (NBO) partial charges, in e, on atoms 1 to 8: number 1, C, carries -1.12; number 2, Si, carries 0.62; number 3, Si, carries 0.37; number 4, Si, carries 0.48; number 5, C, carries -1.06; number 6, Si, carries 0.31; number 7, H, carries 0.25; number 8, H, carries 0.25



5 unconnected molecules or ions with the total composition C2H15N2O3 at a distorted geometry, computed with ωB97M-V with the def2-TZVPD basis set.

ORCA input file:
```
! RIJCOSX wB97M-V def2-TZVPD def2/J DEFGRID3
* xyz 1 1
C -1.957 -0.807 -0.711
N -0.783 -1.804 -0.690
C -2.425 -0.221 0.724
N -3.452 0.850 0.552
H -2.829 -1.308 -1.125
H -1.677 0.039 -1.371
H -0.981 -2.795 -0.319
H 0.095 -1.385 -0.357
H -1.591 0.122 1.333
H -2.927 -1.065 1.234
H -1.624 2.347 -0.628
H -2.918 1.613 0.014
H -3.689 1.282 1.454
H 2.759 -0.378 -0.119
H 1.691 0.650 0.208
O 1.813 -0.247 0.015
H 5.040 -0.952 -0.910
H 5.204 -1.021 0.512
O 4.628 -0.717 -0.140
H -0.098 2.419 -0.161
H 1.362 3.091 0.288
O 0.824 2.238 0.229
*
```

The value obtained for the HOMO energy is -13.6 eV. Its energy above the lowest of the compared OMol25 structures with the same formula, charge and spin is 197.3 kcal per mole. Its LUMO energy is -9.55 eV. For the total energy, the calculation gives -419.8987 Ha.

These are the natural (NBO) partial charges, in e, on atoms 1 to 8: number 1, C, carries -0.24; number 2, N, carries -0.64; number 3, C, carries -0.24; number 4, N, carries -0.59; number 5, H, carries 0.23; number 6, H, carries 0.24; number 7, H, carries 0.41; number 8, H, carries 0.44



5 unconnected molecules or ions with the total composition C2H15NO4S at a distorted geometry, computed with ωB97M-V with the def2-TZVPD basis set.

ORCA input file:
```
! RIJCOSX wB97M-V def2-TZVPD def2/J DEFGRID3
* xyz 0 1
N -1.559 -0.111 -1.116
C -0.657 1.009 -0.508
C -1.262 1.312 0.828
S -0.248 2.487 1.818
H -1.517 -0.147 -2.089
H -2.582 0.010 -0.887
H 0.316 0.511 -0.563
H -0.532 1.810 -1.285
H -1.510 0.438 1.426
H -2.189 1.926 0.676
H 0.381 1.604 2.575
O 0.117 -1.517 -3.180
H 0.229 -2.145 -3.959
H 0.947 -1.571 -2.721
O 1.655 -1.346 1.179
H 0.707 -1.161 1.365
H 2.132 -0.692 1.628
O -0.890 -1.922 1.038
H -1.106 -1.274 0.317
H -0.074 -2.448 0.849
O 2.335 -1.175 -1.367
H 3.173 -0.753 -1.464
H 2.275 -1.368 -0.420
*
```

The value obtained for the HOMO energy is -9.3 eV. Its energy above the lowest of the compared OMol25 structures with the same formula, charge and spin is 15.4 kcal per mole. Its LUMO energy is 0.41 eV. The structure (SMILES) is NCCS.O.O.O.O. For the total energy, the calculation gives -839.0724 Ha.

These are the natural (NBO) partial charges, in e, on atoms 1 to 8: number 1, N, carries -0.87; number 2, C, carries -0.26; number 3, C, carries -0.54; number 4, S, carries -0.04; number 5, H, carries 0.39; number 6, H, carries 0.35; number 7, H, carries 0.22; number 8, H, carries 0.20



7 unconnected molecules or ions with the total composition C2H17NO7 at a distorted geometry, computed with ωB97M-V with the def2-TZVPD basis set.

ORCA input file:
```
! RIJCOSX wB97M-V def2-TZVPD def2/J DEFGRID3
* xyz 0 1
N 0.607 1.995 2.442
C -0.194 0.836 2.729
C 0.422 -0.417 2.149
O 1.544 -0.446 1.714
H 1.593 1.926 2.598
H 0.185 2.880 2.261
H -1.201 1.032 2.344
H -0.389 0.716 3.806
H -0.220 -1.315 2.192
O -0.975 -2.572 -0.284
H -1.151 -1.640 -0.477
H -0.038 -2.633 -0.068
O 0.609 -1.851 -3.330
H 0.012 -1.399 -2.729
H 1.212 -2.211 -2.658
O 0.220 0.967 -1.100
H 0.682 1.493 -1.771
H -0.179 0.312 -1.703
O -1.864 -0.693 -2.047
H -2.223 -1.144 -2.821
H -2.602 -0.113 -1.818
O -0.680 3.301 0.160
H -0.391 2.397 0.315
H -1.200 3.324 -0.652
O 1.910 -1.743 -0.753
H 1.664 -0.929 -0.277
H 2.646 -2.069 -0.224
*
```

The value obtained for the HOMO energy is -9.1 eV. Its energy above the lowest of the compared OMol25 structures with the same formula, charge and spin is 0.0 kcal per mole. Its LUMO energy is 0.02 eV. The structure (SMILES) is NCC=O.O.O.O.O.O.O. For the total energy, the calculation gives -667.8106 Ha.

These are the natural (NBO) partial charges, in e, on atoms 1 to 8: number 1, N, carries -0.88; number 2, C, carries -0.34; number 3, C, carries 0.45; number 4, O, carries -0.56; number 5, H, carries 0.39; number 6, H, carries 0.40; number 7, H, carries 0.22; number 8, H, carries 0.20



A molecular structure, C2H18CaO9 at a distorted geometry, computed with ωB97M-V with the def2-TZVPD basis set.

ORCA input file:
```
! RIJCOSX wB97M-V def2-TZVPD def2/J DEFGRID3
* xyz 0 1
Ca 0.491 0.361 -0.046
O -0.686 -1.555 0.682
C -0.344 -2.794 0.194
C 0.656 -2.390 -0.871
O 1.610 -1.626 -0.248
H -1.244 -3.300 -0.187
H 0.178 -3.417 0.865
H 0.380 -1.587 -1.607
H 1.155 -3.172 -1.305
O 0.564 0.773 2.266
H -0.092 1.224 2.707
H 0.631 -0.072 2.720
O -1.387 0.522 -2.211
H -1.699 0.050 -2.970
H -2.154 0.380 -1.640
O 1.320 0.938 -2.300
H 2.246 0.927 -2.604
H 0.774 0.476 -2.936
O 0.238 2.801 -0.055
H 0.740 3.517 -0.408
H -0.230 3.373 0.517
O -1.749 1.287 0.743
H -2.363 2.038 0.649
H -2.209 0.632 1.336
O 2.680 1.133 0.084
H 2.895 2.059 -0.074
H 3.324 0.626 -0.439
O -1.945 -0.783 2.624
H -1.226 -0.906 2.009
H -2.546 -1.527 2.519
*
```

The value obtained for the HOMO energy is -6.0 eV. Its LUMO energy is -0.48 eV. For the total energy, the calculation gives -1441.7911 Ha.

These are the natural (NBO) partial charges, in e, on atoms 1 to 8: number 1, Ca, carries 1.78; number 2, O, carries -1.07; number 3, C, carries -0.07; number 4, C, carries -0.06; number 5, O, carries -1.06; number 6, H, carries 0.11; number 7, H, carries 0.14; number 8, H, carries 0.07